C22H31OSi as an isolated structure at a distorted geometry, computed with wB97M-V/def2-TZVPD.

orbital gap: 7.153 eV
energy relative to the best compared isomer or geometry (same formula, charge and spin): 351.2 kJ/mol
charge: +1
E_HOMO: -11.5 eV

Structure (XYZ):
```
55
Properties=species:S:1:pos:R:3:lowdin_charge:R:1
C -3.9430 -0.2739 2.5914 -0.08
C -2.8641 0.0419 1.5955 -0.17
C -1.6670 -0.5665 1.9093 -0.08
C -0.4353 -0.6327 1.0922 -0.20
Si 1.0871 -0.0968 2.1986 0.52
C 2.6464 -0.5336 1.2616 -0.18
C 0.9556 1.7512 2.4747 -0.17
C 1.0765 -1.0311 3.8260 -0.17
H -4.9215 0.1501 2.3515 0.05
H -4.1323 -1.3704 2.6839 0.11
H -3.6803 0.1134 3.6051 0.11
H -3.1448 0.3692 0.4879 0.18
H -1.6271 -1.2656 2.7765 0.14
H -0.1577 -1.6586 0.7709 0.11
H -0.4437 0.0195 0.2019 0.08
H 3.5126 -0.0745 1.7567 0.04
H 2.8016 -1.6204 1.2391 0.04
H 2.6062 -0.1657 0.2277 0.04
H 1.6755 2.0713 3.2453 0.04
H 1.1680 2.3231 1.5570 0.03
H -0.0509 2.0349 2.8185 0.03
H 1.8148 -0.5789 4.5058 0.05
H 0.0928 -0.9973 4.3138 0.03
H 1.3553 -2.0843 3.6738 0.04
C 1.3477 3.9563 -3.2369 -0.05
O 1.0364 4.3204 -1.8857 -0.07
C -0.0542 3.7717 -1.3012 -0.26
C -0.4328 4.2390 -0.0248 0.01
C -1.5008 3.6641 0.6364 -0.02
C -2.1922 2.5721 0.0871 -0.22
C -3.2554 1.8400 0.8853 -0.03
C -4.6748 1.9629 0.3549 -0.19
C -5.8048 1.7899 1.1664 -0.05
C -7.0465 1.4825 0.6276 -0.01
C -7.2421 1.5624 -0.7515 -0.26
C -8.5902 1.3666 -1.3540 -0.04
C -6.1716 1.9473 -1.5584 -0.01
C -4.9050 2.1266 -1.0125 -0.01
C -1.8452 2.1607 -1.2075 -0.06
C -0.8464 2.7984 -1.9414 0.01
H 2.2871 4.4677 -3.4230 0.10
H 1.4719 2.8761 -3.3500 0.09
H 0.5688 4.3159 -3.9142 0.10
H 0.1765 5.0047 0.4375 0.13
H -1.7713 3.9833 1.6377 0.12
H -3.1952 2.2113 1.9140 0.14
H -5.6764 1.9033 2.2409 0.12
H -7.8734 1.2570 1.2942 0.13
H -8.4928 1.2384 -2.4312 0.08
H -9.0682 0.4834 -0.9355 0.09
H -9.2837 2.1984 -1.1942 0.10
H -6.3183 2.1607 -2.6164 0.12
H -4.0884 2.4541 -1.6498 0.10
H -2.3608 1.3132 -1.6760 0.13
H -0.6558 2.4801 -2.9726 0.12
```



A 10-piece molecular cluster, C40H68O16 overall at a distorted geometry, computed with wB97M-V/def2-TZVPD.

structure (SMILES): O=C1CCCO1.O=C1CCCO1.O=C1CCCO1.O=C1CCCO1.O=C1CCCO1.O=C1CCCO1.C1CCOC1.C1CCOC1.C1CCOC1.C1CCOC1
orbital gap: 9.583 eV
energy relative to the best compared isomer or geometry (same formula, charge and spin): 0.0 kJ/mol
E_HOMO: -9.3 eV

Structure (XYZ):
```
124
Properties=species:S:1:pos:R:3:lowdin_charge:R:1
C -7.5418 3.3928 0.0987 -0.17
C -6.1351 3.9370 -0.0988 -0.17
C -5.2658 2.7620 0.3954 -0.19
O -6.0495 1.6006 0.1552 -0.17
C -7.3655 1.9189 -0.2785 -0.21
H -8.3645 3.8065 -0.4812 0.11
H -7.7302 3.4480 1.1741 0.12
H -5.9219 4.8541 0.4501 0.11
H -5.8985 4.1538 -1.1450 0.11
H -5.1379 2.8675 1.4760 0.12
H -4.2930 2.7603 -0.0938 0.11
H -8.1109 1.3102 0.2275 0.12
H -7.4003 1.8512 -1.3710 0.12
C 0.9715 1.1934 -6.4427 -0.16
C 2.4624 0.8608 -6.5031 -0.15
C 2.8558 0.4942 -5.0447 -0.17
O 1.6406 0.5245 -4.2955 -0.17
C 0.6627 1.3001 -4.9539 -0.21
H 0.3947 0.3985 -6.9160 0.11
H 0.7354 2.1271 -6.9527 0.11
H 3.0743 1.6625 -6.9126 0.11
H 2.5947 -0.0037 -7.1533 0.10
H 3.5482 1.1997 -4.5774 0.11
H 3.2420 -0.5199 -4.9492 0.11
H 0.7962 2.3465 -4.6321 0.12
H -0.3503 1.0370 -4.6541 0.10
C 3.8936 1.4778 0.7667 -0.15
C 3.1466 1.9460 2.0064 -0.16
C 3.4693 0.8707 3.0028 -0.20
O 4.8080 0.4879 2.7442 -0.14
C 5.0984 0.6929 1.3704 -0.18
H 4.2485 2.2466 0.0760 0.09
H 3.3764 0.7988 0.0818 0.09
H 2.0669 2.0612 1.8836 0.11
H 3.5208 2.9338 2.2854 0.12
H 2.8665 -0.0371 2.8680 0.10
H 3.2462 1.2095 4.0173 0.13
H 5.2903 -0.2560 0.8623 0.11
H 6.0129 1.2866 1.2778 0.11
C 3.4460 5.1103 -1.3202 -0.18
C 2.5658 6.2646 -1.8122 -0.15
C 3.0940 6.3390 -3.2527 -0.22
O 3.1763 4.9952 -3.6575 -0.15
C 3.5039 4.1698 -2.5440 -0.20
H 3.1017 4.5263 -0.4639 0.09
H 4.4317 5.4792 -1.0247 0.11
H 2.7197 7.2030 -1.2807 0.11
H 1.5185 5.9784 -1.7190 0.11
H 4.0747 6.8283 -3.3469 0.12
H 2.4269 6.8256 -3.9721 0.12
H 4.4523 3.6626 -2.7232 0.12
H 2.6840 3.4567 -2.4055 0.10
O 0.5936 -2.4484 6.4838 0.13
C 0.5659 -2.8840 5.3735 -0.50
O 0.6834 -2.1499 4.2556 0.00
C 0.3671 -2.8876 3.0699 -0.15
C -0.1860 -4.2226 3.5975 -0.14
C 0.3732 -4.3370 4.9879 -0.06
H 1.2669 -3.0365 2.4736 0.09
H -0.3701 -2.3710 2.4577 0.10
H 0.0007 -5.0267 2.8865 0.11
H -1.2755 -4.0892 3.6184 0.10
H 1.3978 -4.7303 4.9506 0.12
H -0.1704 -4.9397 5.7059 0.13
O 1.6319 -5.2056 0.4218 0.11
C 0.9101 -4.4831 -0.2089 -0.48
O -0.3624 -4.2489 0.1571 0.02
C -0.9133 -3.1127 -0.5617 -0.14
C -0.1640 -3.1617 -1.8633 -0.14
C 1.2263 -3.6798 -1.4633 -0.05
H -0.8508 -2.2166 0.0562 0.10
H -1.9626 -3.3999 -0.6393 0.11
H -0.0335 -2.2152 -2.3921 0.10
H -0.6591 -3.8131 -2.5858 0.12
H 1.8677 -2.8239 -1.2456 0.12
H 1.7135 -4.2357 -2.2593 0.13
O -2.1396 0.0411 -3.0862 0.11
C -3.0683 -0.4375 -2.4895 -0.48
O -2.8987 -1.1118 -1.3416 0.01
C -4.1655 -1.5755 -0.8422 -0.13
C -5.2054 -1.3884 -1.9920 -0.11
C -4.5273 -0.2334 -2.7223 -0.07
H -4.4213 -0.9776 0.0303 0.10
H -4.1559 -2.6252 -0.5538 0.12
H -6.1949 -1.0884 -1.6625 0.11
H -5.2416 -2.2760 -2.6222 0.12
H -4.7616 0.6641 -2.1386 0.13
H -4.7250 -0.1372 -3.7858 0.13
O -2.1954 1.7065 2.8367 0.12
C -2.5083 0.5685 3.0252 -0.48
O -3.2690 -0.0909 2.1122 0.00
C -3.4727 -1.4580 2.5272 -0.15
C -3.2256 -1.4527 4.0361 -0.13
C -2.2220 -0.3225 4.1957 -0.05
H -2.7392 -2.0965 2.0307 0.11
H -4.4913 -1.7440 2.2800 0.12
H -2.8238 -2.3997 4.4030 0.11
H -4.1382 -1.3235 4.6183 0.12
H -1.1828 -0.6529 4.1175 0.12
H -2.3444 0.2188 5.1308 0.14
O 1.3977 -0.9495 0.6733 0.10
C 0.6995 -0.1368 0.1288 -0.49
O -0.2345 0.5378 0.8441 0.01
C -0.8792 1.5605 0.0235 -0.12
C 0.1054 1.7743 -1.1167 -0.13
C 0.7142 0.3901 -1.2723 -0.08
H -1.0206 2.4297 0.6583 0.12
H -1.8491 1.1636 -0.2751 0.11
H 0.8619 2.5043 -0.8237 0.11
H -0.4132 2.1114 -2.0135 0.11
H 1.7305 0.4321 -1.6518 0.12
H 0.0301 -0.2089 -1.8766 0.10
O 3.8035 -3.9292 5.1661 0.12
C 4.1512 -3.8592 4.0248 -0.47
O 4.3985 -4.9707 3.2881 0.02
C 4.4968 -4.6570 1.8808 -0.13
C 3.9823 -3.2311 1.6940 -0.14
C 3.9846 -2.6621 3.1116 -0.06
H 3.9396 -5.4238 1.3502 0.11
H 5.5628 -4.7062 1.6476 0.12
H 2.9572 -3.2376 1.3199 0.07
H 4.5890 -2.7234 0.9476 0.11
H 3.0415 -2.2316 3.4420 0.10
H 4.7645 -1.9063 3.2035 0.12
```